[1]
Formula: C17H9ClN2O2S
Source: OMol25
Level of theory: the ωB97M-V functional and the def2-TZVPD basis

Atoms and positions in Å:
1 C -0.80065 -1.01399 -1.14242
2 C -1.07244 2.06395 2.74575
3 C 3.92618 1.79926 0.90267
4 C -0.22185 1.44176 1.77019
5 H 6.89954 0.89053 0.75765
6 N -2.38193 1.83871 2.95053
7 C -0.27209 -0.00480 -0.22776
8 C 3.41015 2.47841 2.03584
9 C 5.31036 1.86694 0.68849
10 H -3.98879 0.70584 2.36905
11 H 3.99039 3.26713 2.55979
12 N 0.97771 0.38603 -0.45724
13 C -1.98090 -0.84528 -1.76788
14 C -2.96294 0.83695 2.27496
15 C 1.67670 1.09668 0.46252
16 O 5.97432 0.63984 0.77407
17 H 3.30128 0.56788 -0.74028
18 H -3.30180 -2.25542 -2.90887
19 C 2.04499 2.29989 2.44802
20 H -2.73465 0.01766 -1.64300
21 Cl -1.98154 -4.70688 -2.86483
22 C 3.00889 1.05169 0.20483
23 C -0.94105 0.57497 0.91027
24 H -2.85443 -0.60378 0.80849
25 C -1.45855 -3.13311 -2.43717
26 C 1.15437 1.62129 1.61941
27 C -2.33847 -2.10947 -2.48708
28 H -0.74366 2.87081 3.45136
29 H 1.78904 2.85937 3.34125
30 S -0.11624 -2.64682 -1.40414
31 C -2.31135 0.18803 1.28955
32 O 5.93311 2.88961 0.64965

Atomic forces in eV per Å
-0.74 -0.40 0.06
-1.01 0.82 1.32
-3.74 -0.29 1.66
-3.53 -0.21 0.72
0.56 -0.01 -0.09
1.72 0.31 0.14
3.26 1.12 0.27
-1.77 0.55 0.64
3.59 -0.95 0.47
-1.70 -0.44 0.76
-0.14 -1.06 -0.26
-2.20 -1.77 -0.43
-1.93 -1.82 -1.12
1.62 1.08 -0.70
-0.62 -1.19 -0.66
-1.40 1.09 -0.43
-0.10 0.01 0.69
-0.64 0.02 -0.49
2.69 1.31 -0.47
1.67 -1.42 -0.35
0.77 -0.20 -0.08
2.91 0.59 -1.86
-1.90 -1.43 0.91
0.22 -0.16 -0.60
-0.37 1.62 1.47
0.74 0.83 0.47
-0.08 1.98 0.55
0.35 -0.84 -0.97
-0.44 -0.29 -0.09
-0.08 0.61 -0.16
2.03 0.15 -1.04
0.25 0.37 -0.35

SMILES string = O=C(O)c1ccc2c(c1)nc(-c1ccc(Cl)s1)c1ccncc12
E_LUMO = -0.79 eV
E_HOMO = -8.89 eV
Spin multiplicity = 1
Frontier orbital gap = 8.09 eV
ΔE to the lowest compared entry with this formula, charge and spin = 11.7 kcal per mole
Calculated total energy = -48206.619 eV

=====

[2]
Formula: C18H10AsCl2F11N5O4TeTi
Source: OMol25
Level of theory: the ωB97M-V functional and the def2-TZVPD basis

Atoms and positions in Å:
1 H 2.28507 2.61116 -2.09103
2 H -1.35392 -2.89081 2.68222
3 F 1.82434 -1.16315 -0.75481
4 F 1.34763 0.72735 -2.22437
5 As 3.45940 -0.87369 0.17249
6 O -0.96475 0.86827 -0.98848
7 Cl -1.69190 0.27171 6.29087
8 N -2.03158 -2.01493 -1.15998
9 C 2.42732 4.54435 -1.16912
10 Te -1.29387 0.79132 -3.61373
11 C -1.70895 -4.31678 -0.56393
12 H 3.01120 4.96591 -1.97446
13 C -0.65802 -0.88661 2.06373
14 F -3.08151 1.17886 -3.47156
15 H -1.14290 -5.03809 0.00898
16 C -0.49636 0.53831 2.51679
17 N 1.49463 -0.93697 -3.18315
18 H -0.70277 1.85352 4.24150
19 H -4.25765 -3.95457 -2.74661
20 C 1.31873 4.70516 0.92865
21 Cl -2.18877 -2.63420 5.31907
22 C -1.53232 -1.50109 4.23017
23 C -1.21015 -1.86474 2.98682
24 F 4.82992 -0.48956 1.07972
25 C -0.83248 0.85145 3.87387
26 F -1.04759 1.27583 -5.38894
27 C -2.75804 -4.68911 -1.39116
28 O 2.33822 -0.84328 -3.83994
29 N 1.30486 2.63498 -0.28384
30 F 2.99809 -2.14496 1.19618
31 H -3.52409 -1.60017 -2.51309
32 Ti 0.50225 0.58791 -0.39164
33 C 2.02655 3.22059 -1.24119
34 C -3.02875 -2.38471 -1.95633
35 H -3.04332 -5.72869 -1.48076
36 C -1.31571 -0.10894 4.68904
37 C -1.40069 -2.97218 -0.48074
38 O 0.47075 -3.32171 0.92429
39 C 0.97049 3.38070 0.78628
40 C -3.43223 -3.70910 -2.09312
41 C 0.16988 2.72337 1.86184
42 N -0.02458 1.33870 1.61099
43 F -0.98893 2.65215 -3.23112
44 H 1.00158 5.23723 1.81356
45 F 3.70579 0.46222 -0.88765
46 N -0.29546 -1.14682 0.86985
47 C 2.06665 5.30492 -0.07405
48 O -0.25106 3.33407 2.80423
49 F 2.37618 0.20993 1.09007
50 F 4.16491 -1.92292 -0.96841
51 C -0.31613 -2.55853 0.46194
52 H 2.35905 6.34329 0.00055
53 F -1.87900 -0.91695 -4.34049

Atomic forces in eV per Å
0.00 -0.02 0.01
0.04 0.04 -0.09
-0.03 0.04 0.02
-0.15 -0.01 0.06
-0.21 -0.02 0.08
0.24 -0.14 0.25
-0.03 0.05 0.15
-0.03 0.13 -0.01
0.02 0.10 0.04
0.34 0.19 -0.01
0.02 -0.20 0.02
0.00 -0.03 -0.01
-0.10 -0.07 0.20
-0.22 0.02 0.06
-0.01 0.00 -0.01
-0.03 -0.11 0.06
0.17 -0.16 -0.13
-0.01 0.00 0.01
0.00 0.00 0.00
0.04 0.05 0.02
0.00 0.00 0.00
0.00 0.15 0.14
0.01 0.04 0.04
0.04 -0.02 0.00
0.00 0.03 -0.04
-0.08 0.05 -0.09
0.00 -0.09 0.01
0.03 0.01 0.19
-0.12 0.14 0.25
0.01 -0.02 0.00
-0.01 0.00 0.01
0.03 0.05 0.00
-0.02 -0.15 -0.11
0.06 0.01 0.04
0.01 0.00 0.00
0.01 -0.19 -0.17
0.09 0.37 -0.01
0.21 0.04 0.25
-0.10 -0.16 -0.03
-0.01 0.05 -0.04
0.15 0.20 -0.15
-0.01 -0.04 -0.10
-0.07 -0.07 -0.11
0.00 0.00 0.00
-0.08 0.02 -0.16
0.24 -0.01 -0.34
0.00 -0.03 -0.02
-0.05 -0.07 0.03
0.07 0.05 0.00
0.07 -0.02 0.02
-0.39 -0.13 -0.26
0.00 0.00 0.01
-0.10 -0.02 -0.07

E_LUMO = -6.12 eV
E_HOMO = -12.85 eV
Spin multiplicity = 1
Total charge = +1
Frontier orbital gap = 6.74 eV
ΔE to the lowest compared entry with this formula, charge and spin = 12.8 kcal per mole
Calculated total energy = -180651.956 eV